1.
Density functional theory data (ωB97M-V/def2-TZVPD) for a structure of composition C29H54Br2NO7.

```
93
Properties=species:S:1:pos:R:3:forces:R:3
H 4.678797 0.246992 -2.453274 -0.360 0.457 0.935
C 2.585030 4.857551 6.295297 0.081 -0.090 0.131
H -0.925329 1.181953 -1.239797 1.214 -0.295 0.575
C 2.817940 3.300875 1.689934 -0.094 0.597 0.285
O -1.446226 -3.344807 -3.675410 -0.005 -0.011 -0.229
C 0.375391 -2.004852 -0.534537 -0.467 -0.163 -0.007
C 0.926711 1.377164 0.045892 -0.317 2.106 -0.146
H -6.650945 2.109480 -3.890727 -0.193 -0.078 0.023
H -2.714640 -5.545240 -2.814920 0.062 -0.051 -0.045
H 1.813180 3.172768 2.150775 0.796 -0.182 -0.406
H -1.347280 -3.558361 -2.736437 0.031 0.249 0.025
C 3.111595 5.276285 4.935321 -0.492 0.107 0.050
H -3.508714 -2.695463 -0.203091 1.051 0.642 -0.137
C 1.132720 0.633703 1.421341 0.582 -1.384 4.606
H -2.923547 -6.271446 -4.423135 -0.028 -0.011 0.052
O 1.910608 -0.364085 1.421690 -0.266 0.458 -2.219
Br 0.873445 4.401083 -0.775011 -0.081 -1.379 0.237
H 3.566753 3.199823 2.527730 -0.743 -0.104 -0.832
H -7.192131 -0.031933 -5.089833 0.033 0.000 -0.052
C -1.802882 1.852720 1.481077 -0.765 1.004 0.602
C 5.613623 -2.918702 0.027077 -1.028 1.106 -0.418
C 0.023675 0.618674 -1.020642 -0.658 -1.230 -0.988
H -1.449214 0.819563 1.267662 0.048 1.040 0.207
C 4.649923 -1.881368 -0.682997 -1.001 0.329 1.696
C -5.019537 0.082470 4.367242 0.028 -0.079 0.081
O -4.769766 1.500786 -3.328675 -0.049 0.009 0.143
O -5.572828 0.287027 2.023743 0.008 -0.128 -0.184
C 5.147903 -0.412048 -0.449643 0.660 0.221 -1.313
H -3.706788 -4.729659 -4.013481 0.061 -0.005 -0.062
Br -1.920588 4.750693 0.811073 0.289 -1.322 0.225
H 3.327572 5.040395 7.076108 -0.055 0.011 0.030
H 3.654807 -1.964255 -0.149931 0.872 0.156 -0.595
H 0.472118 0.551885 -2.053364 0.053 0.171 1.222
H -6.343733 0.801532 2.288394 0.110 -0.046 -0.057
C -2.803203 -5.328902 -3.882747 -0.095 -0.128 -0.079
H -5.681301 0.665907 -5.711372 -0.099 0.040 -0.005
H -4.367551 1.908941 -4.104223 0.011 -0.047 0.133
C -0.099195 -3.340586 -0.261869 -1.504 0.840 -0.090
H 5.109749 -0.115515 0.625647 -0.283 -0.357 -0.798
H -0.674621 -5.162038 -4.239662 -0.042 -0.156 -0.158
C 0.157519 2.791162 0.145341 -1.041 0.798 0.891
C -6.161404 0.224263 -4.833769 -0.077 -0.121 -0.018
H -1.858755 -4.651668 0.108571 0.017 1.001 -0.143
H -3.587477 -0.363642 -1.754463 0.550 0.396 0.843
H 2.899985 4.377843 1.367519 -0.188 -1.151 0.096
C 3.222225 2.285514 0.564406 1.394 0.479 1.174
C -1.028669 2.983678 0.775434 0.679 -0.944 -0.424
H 3.362149 6.343499 4.926546 0.195 -0.009 0.121
H 1.485119 -1.913852 -0.633296 -1.235 0.156 0.181
H -6.575868 0.730200 -2.778881 0.157 0.078 0.054
N 2.283560 1.757604 -0.412813 0.022 -0.441 -0.706
H 3.998037 2.885071 -0.001954 -0.641 -1.018 0.384
H -3.669894 -0.055414 2.692612 -0.103 0.036 -0.146
H -1.687119 -4.335953 -5.439437 0.057 0.103 0.061
H -5.617664 -0.693293 -4.600131 -0.059 0.038 0.058
H 1.672869 5.407876 6.542703 0.075 0.072 0.026
H 1.353109 5.533786 4.149221 0.046 -0.118 -0.086
H 4.849258 -4.801621 -1.953340 0.446 -0.352 0.651
C -1.526087 -3.613935 -0.105240 1.196 2.679 -0.816
C -0.474732 -0.816990 -0.684734 -1.558 -2.688 0.503
H -3.848821 -0.295188 0.007380 0.783 0.667 -0.650
H -5.287197 -0.976428 4.364206 0.093 0.022 -0.024
H -5.914745 0.637965 4.662825 0.074 0.077 0.034
H 3.724274 1.424132 1.103657 -0.411 0.850 -0.546
H 6.321999 -2.322602 0.666505 -0.263 -0.799 -0.776
C -3.075410 -0.088306 -0.786065 -0.415 -1.146 -0.492
H 2.516932 0.937726 -2.337057 0.493 -0.093 0.943
O 2.142185 5.024942 3.928881 0.126 0.143 0.053
C -1.586100 -4.569232 -4.377915 -0.027 0.116 0.511
H 5.058681 1.593563 -1.348223 -0.831 -0.479 -0.023
H 5.283104 -5.427546 -0.268818 0.269 0.616 -0.763
H -1.748241 2.056863 2.588407 0.122 -0.467 -1.054
O 0.707335 1.017059 2.578601 -0.520 0.928 -3.024
H 2.327886 3.796613 6.294455 0.080 0.035 -0.054
C 2.916934 0.758893 -1.290781 -0.698 -0.688 -1.227
H 6.446836 -5.630833 -1.632797 -0.661 0.623 0.218
H -4.241557 0.247362 5.115327 -0.047 0.006 0.004
O 6.302732 -3.679389 -0.975845 -0.146 -0.815 1.291
H -2.891504 1.901904 1.210760 0.958 0.125 0.027
H 2.547117 -0.268831 -1.017459 0.474 0.910 -0.131
H 6.244964 -0.394139 -0.737847 -0.953 -0.008 0.341
C -2.413382 -2.473800 -0.288683 1.679 -0.556 0.065
C -1.923841 -1.109632 -0.576845 0.775 -1.090 0.246
H 4.008977 4.709748 4.682523 -0.106 -0.005 -0.142
C 5.673392 -4.941537 -1.205998 0.216 -0.182 -0.461
C -4.549595 0.515390 2.991804 -0.352 0.105 0.219
H 0.603451 -4.205248 -0.161932 -0.483 1.101 -0.110
C 4.461994 0.653449 -1.419520 0.817 -0.994 0.267
H -2.806401 0.983051 -0.862442 -0.162 -0.801 0.286
H 5.002847 -3.556962 0.727654 0.748 0.297 -0.769
H 4.432926 -2.122016 -1.756383 0.631 0.177 0.827
H -4.289914 1.577472 2.984348 0.162 -0.055 0.106
C -6.115540 1.182420 -3.658242 0.283 0.090 -0.336
```
Forces are in eV/Å.

Output
Total charge: -1
Lowest unoccupied orbital energy (eV): 2.39
Spin multiplicity: 1
Calculated total energy (hartree): -6866.71308
HOMO (eV): -4.44
HOMO-LUMO gap (hartree): 0.2509

Here are the Mulliken charges for atoms 1 to 5, given in e: number 1, H, carries 0.4528; number 2, C, carries -1.0771; number 3, H, carries 0.3839; number 4, C, carries -1.1815; number 5, O, carries -0.4102

2.
Density functional theory data (ωB97M-V/def2-TZVPD) for a structure of composition C29H54N3OP2Pt.

```
90
Properties=species:S:1:pos:R:3:forces:R:3
H -5.743537 0.649921 -1.140863 0.015 -0.409 0.047
H 4.995714 -1.137706 2.714111 0.036 -0.093 -0.271
H -5.472572 1.680569 0.488458 0.220 0.147 0.297
O -0.497530 -1.525106 3.340330 1.079 1.844 -2.359
H -5.123299 2.510956 2.016989 0.235 -0.235 -0.240
N 0.303739 2.069713 2.368818 -0.165 0.597 0.838
H -2.586237 1.180578 -2.031140 0.647 -0.307 0.342
H -2.355114 -2.226687 -3.950695 0.450 0.180 -0.098
H -2.797694 -0.755032 -2.716705 -0.674 -0.143 -0.312
H 1.589745 -2.418056 -2.253332 -0.205 0.154 -0.137
H 5.814703 2.639103 1.886706 -0.267 -0.339 -0.140
H 1.737583 -2.368228 1.149429 0.228 -0.144 0.101
H -6.040276 -0.559775 0.149890 0.145 0.076 -0.470
C -4.663722 2.007904 1.147712 -0.201 0.143 -0.698
C 5.380127 1.685286 1.536656 0.253 -0.217 -0.014
H 1.202570 -2.707263 -3.951819 -0.419 0.197 0.372
C -0.138420 -0.840716 2.480718 -1.561 -3.424 4.507
H 3.820733 3.834062 2.174475 -0.147 -0.302 -0.182
P 2.885708 0.330913 0.984519 1.189 0.311 -0.862
H 0.693712 3.916950 -3.584112 -0.059 -0.404 0.232
H 1.142545 2.256030 2.932563 -0.455 0.036 -0.374
H -0.897903 -2.804317 -4.731152 -0.059 0.351 0.365
C 3.896346 -1.909926 -0.485307 -0.019 0.145 -0.199
H 5.935208 0.881966 2.038244 -0.265 0.368 -0.199
H -0.572549 -3.600970 -1.061333 -0.122 -0.173 -0.386
C -5.619122 -0.404764 -0.852125 -0.210 0.217 0.230
C -4.535243 -0.260251 2.383708 0.159 -0.608 -0.498
H 4.106124 0.476357 3.716157 -0.117 0.308 -0.070
C 3.731300 1.462436 3.408053 0.102 0.059 0.196
C -1.845335 0.834593 -1.276252 -0.304 1.978 0.230
C 3.024162 1.073907 -0.713392 -0.490 0.000 0.035
C -0.823822 -1.117756 -1.571526 3.561 -1.986 3.368
H -4.309299 -1.669987 -3.031108 0.234 0.524 0.330
H 5.820413 -0.904057 1.141276 -0.227 -0.196 0.148
H -4.340716 0.103359 -3.026035 0.253 -0.250 0.351
C 3.875898 1.692335 1.896183 -0.041 -0.098 0.655
H -0.457651 -4.387467 -2.653798 -0.074 0.512 -0.064
H -1.999386 -3.669498 -2.143302 0.387 -0.125 0.044
H -3.821299 -0.986990 2.795970 -0.177 0.171 -0.009
H -2.139775 0.702641 3.079323 -0.198 0.225 -0.051
H 3.873126 1.773604 -0.754007 -0.379 -0.253 0.071
H -0.478580 1.976298 3.033392 0.530 0.089 -0.429
C -3.785222 0.865654 1.648517 0.179 0.599 0.792
C 1.829125 2.640217 -2.255308 -0.030 0.484 -0.763
P -2.802191 0.071171 0.059617 -2.291 -0.736 -0.100
H 2.577593 -2.130749 2.705358 0.028 -0.063 -0.116
H -2.279670 2.328321 2.295617 -0.235 -0.247 0.046
C -3.973068 -2.331712 -0.604228 0.046 -0.143 0.274
H 1.186121 -1.040641 -3.341037 0.115 -0.359 0.077
H 5.570705 1.624122 0.455032 -0.011 0.013 0.285
H -2.918906 -2.610351 -0.696561 -0.227 -0.129 0.063
H 0.107507 2.882307 1.779407 0.141 -0.087 0.313
H -4.283450 -2.526363 0.428932 0.030 0.063 -0.172
H 2.693029 1.545691 3.756972 0.234 -0.036 0.001
H -1.503118 2.998753 -2.797992 0.252 -0.139 -0.186
H 3.608626 3.366286 0.485061 -0.027 -0.012 0.286
H 3.120681 -3.399924 1.581532 -0.098 0.370 0.068
N -0.253645 -1.142977 -0.485006 -2.473 -0.434 -4.403
H -5.250148 -0.818459 1.772840 0.180 0.242 0.216
H 4.323809 2.224223 3.937244 -0.202 -0.250 -0.084
C 0.948173 -2.085499 -3.077019 0.700 0.501 0.426
H 4.671100 -1.347815 -1.022790 -0.167 -0.105 0.099
H 2.263031 3.194738 1.620773 0.299 0.062 -0.072
C 3.348297 3.089281 1.514309 -0.254 0.037 -0.105
C -0.908491 -3.543069 -2.108972 -0.150 -0.273 0.742
H -1.084993 -1.056019 -4.498282 -0.191 -0.231 0.058
C 1.743238 1.753417 -1.193274 0.021 -0.317 0.267
H -6.238994 -0.986840 -1.555994 0.307 0.078 0.241
N 0.551389 1.403001 -0.679666 -0.691 -0.376 -1.146
Pt 0.407112 0.170718 1.026868 1.210 1.587 -0.229
C -0.533801 -2.188448 -2.714635 -0.652 -0.352 -1.443
H 2.824424 2.921421 -2.628971 -0.621 -0.066 0.095
H 2.964524 -1.885017 -1.061957 0.226 0.003 0.113
H -4.559516 -2.978721 -1.267759 0.053 0.095 0.189
C -2.832348 1.460885 2.688038 0.432 0.139 0.027
H -5.089029 0.179419 3.230827 0.243 0.009 -0.379
H 4.230194 -2.960430 -0.443277 -0.124 0.397 0.058
C -0.635741 1.643809 -1.379047 1.596 1.000 0.015
C -0.566492 2.645377 -2.370848 -0.603 -0.571 -0.004
H 3.274042 0.279765 -1.430094 -0.281 0.145 0.071
C 5.046036 -1.471655 1.670265 0.318 0.060 0.128
H -3.433843 1.826343 3.544608 0.233 -0.218 -0.489
C -4.163390 -0.870787 -1.028324 -0.067 -0.017 0.004
C -3.878766 -0.774125 -2.536576 0.294 0.069 -0.177
C 3.693125 -1.407569 0.951229 -0.011 -0.460 0.176
C 2.717933 -2.376973 1.646243 -0.169 0.032 0.023
H 5.384089 -2.521019 1.686548 -0.238 0.304 -0.031
C 0.654302 3.137251 -2.816038 0.484 0.481 0.269
H -4.056093 2.752598 0.607494 -0.256 -0.105 0.222
C -1.277662 -2.034538 -4.035353 -0.438 0.031 -0.446
```
Forces are in eV/Å.

Output
Total charge: +3
Lowest unoccupied orbital energy (spin up / spin down) (eV): -9.07 / -11.64
Spin multiplicity: 5
Calculated total energy (hartree): -2177.78673
HOMO (spin up / spin down) (eV): -15.64 / -18.35
HOMO-LUMO gap (spin up / spin down) (hartree): 0.2414 / 0.2468

Here are the Mulliken charges for atoms 1 to 5, given in e: number 1, H, carries 0.4905; number 2, H, carries 0.2843; number 3, H, carries 0.3587; number 4, O, carries -0.4760; number 5, H, carries 0.4779